Record 1
# C3H7N3O

The molecule C3H7N3O (the ωB97M-V functional and the def2-TZVPD basis, the Open Molecules 2025 dataset).

Structure (XYZ):
```
14
Properties=species:S:1:pos:R:3:lowdin_charge:R:1
H 3.1059 -0.7189 0.6460 0.0834
H 0.9975 0.1368 1.5929 0.1315
N -3.3340 -0.3994 0.1476 0.0744
N 1.1937 0.1346 0.6052 0.0059
C 0.1651 0.1449 -0.2899 -0.5525
O 0.3103 0.1997 -1.4996 0.0497
C 2.5729 0.1131 0.1742 -0.0726
N -1.0920 0.0746 0.3064 0.0899
H 2.5806 -0.0296 -0.9068 0.0836
H 3.0782 1.0554 0.4088 0.0833
H -4.0756 -0.5084 -0.5396 0.0372
H -1.1914 -0.0857 1.2995 0.1396
C -2.2426 -0.1172 -0.4367 -0.2811
H -2.0686 0.0001 -1.5080 0.1279
```

- relative energy (zero: lowest compared OMol25 entry of this formula, charge and spin) (eV) = 0.107
- E_HOMO (hartree) = -0.3530
- SMILES = [H]/N=C/NC(=O)NC
- calculated total energy (eV) = -9742.9260
- net charge = 0
- LUMO energy (hartree) = 0.02882
- orbital gap (eV) = 10.4

Record 2
# BrClN2O2

A structure of composition BrClN2O2 at a distorted geometry (the ωB97M-V functional and the def2-TZVPD basis, the Open Molecules 2025 dataset).

Structure (XYZ):
```
6
Properties=species:S:1:pos:R:3:lowdin_charge:R:1
N 0.7253 0.4419 0.0295 -0.2767
N -1.5969 -0.6495 -0.5929 -1.0196
O 0.3049 1.3989 0.5614 0.0019
Br -2.3706 0.8291 0.0254 0.6777
Cl -1.6820 -2.0399 0.3490 0.4839
O 1.7233 -0.1415 -0.1355 0.1327
```

- <S²> = 2.009
- relative energy (zero: lowest compared OMol25 entry of this formula, charge and spin) (eV) = 0.089
- E_HOMO (spin up / spin down) (hartree) = -0.3402 / -0.3811
- calculated total energy (eV) = -89632.9771
- net charge = 0
- multiplicity = 3
- LUMO energy (spin up / spin down) (hartree) = -0.00352 / -0.07228
- orbital gap (spin up / spin down) (eV) = 9.2 / 8.4

Record 3
# CH6N4

The molecule CH6N4 at a distorted geometry (the ωB97M-V functional and the def2-TZVPD basis, the Open Molecules 2025 dataset).

Structure (XYZ):
```
11
Properties=species:S:1:pos:R:3:lowdin_charge:R:1
C 1.6980 0.5035 0.0637 -0.0269
H -2.2250 1.0246 -0.3733 0.0798
N -0.2901 -0.0430 0.3931 -0.2207
H 1.5062 0.8102 -0.9650 0.0596
H -3.0334 -0.5515 -0.8780 0.0702
N -1.1897 -0.7089 -0.1773 -0.0946
H 1.6730 1.3260 0.7677 0.0548
N 0.7664 -0.6991 0.8885 -0.0328
H 0.7867 -1.6779 0.5665 0.0858
H 2.6592 0.0020 0.1045 0.0412
N -2.3513 0.0141 -0.3903 -0.0164
```

- relative energy (zero: lowest compared OMol25 entry of this formula, charge and spin) (eV) = 3.504
- E_HOMO (hartree) = -0.3023
- SMILES = CN/N=N/N
- calculated total energy (eV) = -7090.5539
- net charge = 0
- LUMO energy (hartree) = 0.04575
- orbital gap (eV) = 9.5

Record 4
# C14H15NZr

A structure of composition C14H15NZr at a distorted geometry (the ωB97M-V functional and the def2-TZVPD basis, the Open Molecules 2025 dataset).

Structure (XYZ):
```
31
Properties=species:S:1:pos:R:3:lowdin_charge:R:1
C -0.6957 1.0709 4.8548 -0.1088
H -0.8854 1.2969 5.9085 0.0983
C 0.1655 3.1122 -2.9822 -0.0016
H -1.6075 2.4891 -0.3462 0.0695
H -1.8593 -1.8248 0.7198 0.1010
H -1.0534 -1.4758 2.5997 0.0657
N 2.4216 -0.0153 0.2579 -0.3357
H -2.3938 1.3374 -1.5751 0.0532
Zr 0.5500 0.2043 -0.0319 1.3949
H 0.0387 3.8615 -3.7831 0.0659
H -1.9999 -0.8638 -1.7852 0.0926
H 0.5926 2.4884 2.0083 0.0775
C 0.3058 -2.2535 0.2508 -0.1942
C -1.6377 2.1061 -1.3793 -0.0512
C -0.2151 0.4750 2.1515 -0.2863
H 0.1686 2.9994 4.4158 0.0934
C -1.0411 -0.1777 4.3293 -0.0979
C -1.0947 -1.2219 -1.2970 -0.2384
C 0.1826 -1.4184 -1.9250 -0.1967
C 1.0334 -2.0809 -0.9726 -0.2014
C 0.1279 1.7293 2.6528 -0.1722
H 2.0368 -2.4362 -1.1759 0.1048
C -0.7900 -0.4855 2.9746 -0.1472
H 3.4103 -0.0699 0.4427 -0.0961
C -0.9040 2.6455 -2.3621 -0.1470
H -1.4946 -0.9375 4.9678 0.0949
H 0.6377 -2.7859 1.1408 0.1158
H 0.3960 -1.2301 -2.9811 0.1085
C -1.0155 -1.7324 0.0398 -0.2311
H 1.2085 2.8309 -2.7454 0.0745
C -0.1125 2.0263 4.0131 -0.1045
```

- relative energy (zero: lowest compared OMol25 entry of this formula, charge and spin) (eV) = 2.524
- E_HOMO (hartree) = -0.2732
- calculated total energy (eV) = -17527.5637
- net charge = 0
- LUMO energy (hartree) = -0.01377
- orbital gap (eV) = 7.1

Record 5
# C9H16BF3IrN5O6P2

A structure of composition C9H16BF3IrN5O6P2 at a distorted geometry (the ωB97M-V functional and the def2-TZVPD basis, the Open Molecules 2025 dataset).

Structure (XYZ):
```
43
Properties=species:S:1:pos:R:3:lowdin_charge:R:1
H 0.3038 4.1857 0.9863 0.0907
P -2.0370 2.5502 -0.1787 0.3711
H -2.2993 1.3907 2.5833 0.1368
H -2.1906 2.8978 3.3135 0.1608
H -2.5040 -2.1956 0.1570 0.1177
O 1.0257 1.3014 0.4443 -0.3433
C -0.1441 -4.4284 0.1906 -0.0699
N 0.4673 -3.2925 -0.1545 -0.0418
C -1.1298 2.6815 1.4688 -0.5033
O -0.8198 0.0630 1.7117 -0.3479
Ir -0.2665 -0.3403 -0.6849 1.3819
O -3.4146 2.9373 0.2517 -0.2772
C -1.6289 -2.8224 0.1320 -0.1237
H 2.6194 -3.5236 0.5123 0.0723
H -1.2542 4.8411 1.4775 0.0923
H -0.1407 4.1610 2.6977 0.0839
N 1.5913 -0.8491 -1.4184 -0.1059
C 3.6581 -1.4376 -1.0630 -0.0661
H 2.2128 -3.9980 -1.3502 0.0756
H 1.7506 1.5082 2.8672 0.0893
F -0.6071 0.2270 -3.4453 0.0560
N -2.2679 2.4064 2.4276 0.1559
N -0.4369 -2.3098 -0.1888 -0.1122
H 0.4124 -5.3455 0.2766 0.1299
H 4.4556 -2.0821 -0.7354 0.1294
H 4.5697 0.3711 -1.9682 0.0976
C -1.4913 -4.1782 0.3849 -0.0402
B 1.9742 -3.2126 -0.4606 -0.4151
H -2.2609 -4.8744 0.6648 0.0973
F -0.3764 -1.8816 -3.0398 0.0553
C -0.5233 4.0569 1.6813 -0.0714
O 0.7950 1.6109 2.9626 -0.1201
C -0.9368 -0.7439 -2.5623 -0.6900
H 1.9418 0.9934 -2.3658 0.1144
H -0.9701 3.2820 -1.8776 0.0930
C 3.7028 -0.2013 -1.6917 -0.0378
P 0.0377 1.2920 1.5789 0.2537
F -2.2630 -0.9318 -2.6489 0.0726
H -3.1100 2.6825 1.8084 0.1095
C 2.3745 0.1294 -1.8913 -0.1378
O -1.8430 1.2082 -0.8536 -0.3831
N 2.3864 -1.8038 -0.9130 -0.0483
O -1.3627 3.6749 -1.0866 -0.1015
```

- relative energy (zero: lowest compared OMol25 entry of this formula, charge and spin) (eV) = 2.329
- E_HOMO (hartree) = -0.3182
- calculated total energy (eV) = -59579.6901
- net charge = 0
- LUMO energy (hartree) = -0.00515
- orbital gap (eV) = 8.5

Record 6
# C39H58Cl2O19S

A cluster of 9 separate species, C39H58Cl2O19S in total at a distorted geometry (the ωB97M-V functional and the def2-TZVPD basis, the Open Molecules 2025 dataset).

Structure (XYZ):
```
119
Properties=species:S:1:pos:R:3:lowdin_charge:R:1
H -3.5847 5.3536 -6.0227 0.0945
H 3.8891 1.1527 -5.3681 0.1237
H -3.1150 10.8481 -3.7526 0.1245
H -4.0713 2.6555 -5.9674 0.1242
O 2.0151 2.5896 -0.3785 -0.2742
H 5.4916 0.6089 -4.8424 0.1255
H 1.5643 -2.2903 -0.4875 0.1373
C -2.0194 -0.5133 1.6986 -0.0825
C 4.2298 1.3434 -3.2140 -0.1488
O 2.0825 1.4343 1.7348 -0.2792
H -3.2231 5.6558 -3.6173 0.1342
H -0.5984 -7.1134 4.7209 0.1232
O 1.0033 7.1561 2.2024 0.1271
C 3.9374 -1.0084 -3.0904 -0.4819
H -1.4035 4.0669 2.3328 0.1243
H 5.4328 0.0092 -1.9654 0.1329
H 4.8218 6.4674 2.3718 0.1188
H 1.4622 -10.8990 3.7036 0.1109
S 1.2918 2.1412 0.7727 0.6194
H -6.1292 8.9874 -5.4001 0.1310
O -0.7990 -9.4400 3.3112 0.1088
H 0.2803 -11.6060 1.3444 0.1154
O -0.1695 -4.5510 -1.2016 0.0214
C 4.3920 0.1697 -2.2503 -0.0625
C 1.2788 -0.8443 3.8340 -0.0692
O 0.1337 1.1228 0.4019 -0.1923
H -1.0626 -1.0223 1.7721 0.0764
H 0.1257 -4.6319 -3.2536 0.1256
H -2.5948 3.2658 -5.1985 0.1263
C 0.3660 -2.2813 5.4825 -0.1478
H 5.0647 6.9289 4.0550 0.1157
H -4.9780 5.9574 -3.7050 0.1218
O 3.9366 -0.6713 -4.3973 0.0311
H 2.1489 -2.8162 4.3221 0.1176
C 0.5187 3.5121 1.6085 -0.1861
Cl -3.3613 -1.6846 -0.3257 0.7173
H 0.6311 -2.8593 3.4259 0.0966
H 1.3105 -0.6750 2.7628 0.1007
H 3.2143 1.7348 -3.1464 0.1152
C 0.5950 -2.6731 -2.4020 -0.1426
C 0.1075 -6.6410 1.5381 -0.1429
H 1.1635 -6.7285 1.2692 0.1325
O -0.4393 -7.9722 1.6633 0.0341
C -2.3754 -0.3956 0.2553 -0.7204
C 3.2010 7.6713 3.1261 -0.0702
C 1.2780 -11.8064 1.7268 -0.1576
O -3.2697 9.0409 -4.7418 0.0255
C 0.5618 -2.3367 -0.9182 -0.0578
H 0.6191 4.4460 1.0709 0.1071
H -5.6917 11.2707 -4.5929 0.1158
H 2.9442 8.1821 4.0549 0.1321
C 0.0013 -0.2822 4.4263 -0.4753
H 3.7753 0.2700 -1.3613 0.1175
H 4.0165 4.4758 3.4183 0.1285
H 1.0718 -13.9381 1.2868 0.1296
C 1.3302 -11.8740 3.2453 -0.1594
C 3.5302 5.3996 3.7222 -0.1412
C -1.0601 1.7015 -0.1502 -0.3496
O 3.6341 -2.1016 -2.7060 0.1024
H -4.3455 11.4396 -5.7170 0.1181
C -4.1888 5.2393 -3.9082 -0.0748
C -0.9266 3.1610 1.9699 -0.1754
C -3.8871 10.1466 -4.0574 -0.1508
H 3.3318 5.3592 4.7950 0.1288
C -5.2853 9.5052 -5.8583 -0.0707
H 2.3967 -13.1428 0.3980 0.1219
H 1.6015 -4.6053 -2.2729 0.1297
O -0.5096 -1.1497 5.3306 0.0339
H 0.0206 -1.4159 -0.7104 0.1002
H 1.9398 -11.0162 1.3682 0.1180
C -0.0914 -5.9999 2.9002 -0.1579
C -4.1888 4.7514 -5.3530 -0.1610
H 1.4417 -2.2512 -2.9252 0.0857
H 0.9857 -2.1209 6.3674 0.1260
O -0.6550 -3.5823 0.7661 0.0911
H -2.7612 -1.0884 2.2341 0.0842
O -0.5121 0.7735 4.1912 0.1071
H -2.6533 2.2163 1.2137 0.1157
C -0.1673 -3.5238 -0.3282 -0.4897
H 1.0649 3.6053 2.5314 0.0872
H 0.4416 -12.3429 3.6702 0.1292
H 4.9178 2.1665 -3.0350 0.1175
H -4.3870 9.7633 -3.1656 0.1272
C 1.8448 -13.1698 1.3329 -0.0761
H -5.5078 9.7285 -6.8973 0.1252
H -2.1416 3.5278 0.2147 0.1252
H -5.2098 4.7426 -5.7382 0.1225
C 2.0260 6.8075 2.7116 -0.4832
C 1.1854 -2.3251 4.1999 -0.1492
H -0.8340 2.2399 -1.0658 0.1239
H 3.4311 8.3993 2.3542 0.1253
H -0.3171 -2.3117 -2.8824 0.1177
C -3.6858 3.3235 -5.2010 -0.1496
C -1.9495 0.5700 -0.5772 -0.6609
O 2.4736 -12.7001 3.5482 0.0246
O -4.7502 3.8543 -1.9820 0.1126
H 2.1284 -0.3541 4.3102 0.1364
C 4.4376 0.6693 -4.5640 -0.1499
C -1.7748 2.6868 0.7919 -0.1128
O 2.2709 5.5139 3.0322 -0.0058
H -1.0929 -5.5747 2.9636 0.1225
O -3.7991 7.6558 -6.4150 0.1141
C 4.3145 6.6420 3.3213 -0.1499
H 1.0555 -7.4073 4.1229 0.1292
C -0.4635 -8.3457 2.9585 -0.4890
C -4.0604 8.6166 -5.7534 -0.4838
C 2.7728 -13.4901 2.4914 -0.4952
C 0.5965 -4.1930 -2.3779 -0.1245
O -4.1650 2.8874 -3.9142 -0.0078
H -0.4139 -6.1118 0.7495 0.1004
H -0.9284 2.4631 2.7983 0.0843
C -4.8661 10.7400 -5.0620 -0.1527
C -4.4215 3.9581 -3.1271 -0.4948
H 0.6223 -5.2053 3.1062 0.0994
C 0.0224 -7.2052 3.8344 -0.0700
H -1.9169 0.4387 2.2004 0.0609
H -0.2362 -3.1741 5.6329 0.1219
Cl -2.3692 0.5724 -2.2522 0.7265
O 3.6320 -14.3199 2.5256 0.1165
```

- E_HOMO (hartree) = -0.3286
- SMILES = C/C(Cl)=C(/Cl)[C@H]1CCCS(=O)(=O)O1.O=C1CCCO1.O=C1CCCO1.O=C1CCCO1.O=C1CCCO1.O=C1CCCO1.O=C1CCCO1.O=C1CCCO1.O=C1CCCO1
- calculated total energy (eV) = -116168.2681
- net charge = 0
- LUMO energy (hartree) = 0.01248
- orbital gap (eV) = 9.3

Q: Which formula does entry 2 have?
A: BrClN2O2